# 1
A 2-piece molecular cluster, H4O2 overall. Source: OMol25; level of theory: wB97M-V/def2-TZVPD.

Geometry as ORCA input:
```
! wB97M-V def2-TZVPD RIJCOSX def2/J DEFGRID3
* xyz 0 1
H -1.51792 0.90403 0.05050
O -1.31334 -0.07649 -0.14733
H -1.02767 -0.42056 0.75918
H 0.48325 0.08045 -0.34998
H 1.97041 -0.60248 -0.31903
O 1.40526 0.11505 0.00667
*
```

**LUMO level**: 0.8 eV
**Structure (SMILES)**: O.O
**Kohn-Sham gap**: 11.84 eV
**Relative energy (zero: lowest compared OMol25 entry of this formula, charge and spin)**: 5.11 kcal per mole
**HOMO energy**: -0.406 Eh

***

# 2
A 2-piece molecular cluster, H4O2 overall. Source: OMol25; level of theory: wB97M-V/def2-TZVPD.

Geometry as ORCA input:
```
! wB97M-V def2-TZVPD RIJCOSX def2/J DEFGRID3
* xyz 0 1
H -2.16046 -0.34435 0.04091
H -0.68592 -0.33802 -0.53880
H 1.39912 0.98614 0.20835
O -1.33651 0.20472 -0.08654
O 1.47094 0.05613 -0.19952
H 1.31283 -0.56461 0.57561
*
```

**LUMO level**: 0.9 eV
**Structure (SMILES)**: O.O
**Kohn-Sham gap**: 12.14 eV
**Relative energy (zero: lowest compared OMol25 entry of this formula, charge and spin)**: 5.65 kcal per mole
**HOMO energy**: -0.414 Eh

***

# 3
A 2-piece molecular cluster, H4O2 overall. Source: OMol25; level of theory: wB97M-V/def2-TZVPD.

Geometry as ORCA input:
```
! wB97M-V def2-TZVPD RIJCOSX def2/J DEFGRID3
* xyz 1 2
O -0.19421 -1.17089 0.20718
H -0.17703 -1.84476 0.88676
H 0.10430 1.87698 -0.80707
H -1.10466 -1.15050 -0.08762
O 0.80405 1.59271 -0.21903
H 0.56754 0.69646 0.01978
*
```

**LUMO level (spin up / spin down)**: -4.7 / -12.5 eV
**Kohn-Sham gap (spin up / spin down)**: 13.67 / 5.00 eV
**Relative energy (zero: lowest compared OMol25 entry of this formula, charge and spin)**: 22.80 kcal per mole
**HOMO energy (spin up / spin down)**: -0.677 / -0.643 Eh

***

# 4
H4O2P2 as an isolated structure. Source: OMol25; level of theory: wB97M-V/def2-TZVPD.

Geometry as ORCA input:
```
! wB97M-V def2-TZVPD RIJCOSX def2/J DEFGRID3
* xyz 0 1
H -2.32019 -1.44813 -0.16346
P 0.95845 -0.26876 0.05662
H 3.00183 -0.31667 -1.09398
O -2.03075 -0.65434 0.27054
P -1.51061 0.62416 -0.54042
H 1.05142 0.52097 1.13239
H -1.81158 1.37997 0.69826
O 2.66143 0.16280 -0.35994
*
```

**LUMO level**: -0.2 eV
**Kohn-Sham gap**: 7.76 eV
**Relative energy (zero: lowest compared OMol25 entry of this formula, charge and spin)**: 55.23 kcal per mole
**HOMO energy**: -0.292 Eh

***

# 5
An isolated ion of composition H4O2P3 and charge -1. Source: OMol25; level of theory: wB97M-V/def2-TZVPD.

Geometry as ORCA input:
```
! wB97M-V def2-TZVPD RIJCOSX def2/J DEFGRID3
* xyz -1 1
O 0.92351 1.62757 -1.73984
H -1.62280 0.75452 1.34083
H 2.41919 -0.04665 0.33967
H 1.10377 -0.95254 -0.80138
P -1.51179 1.53518 0.28540
O 1.46450 2.36415 0.85129
P 0.64222 1.42899 -0.01531
H -1.56291 0.49101 -0.57740
P 1.19348 -0.59450 0.50720
*
```

**LUMO level**: 4.2 eV
**Structure (SMILES)**: O=P([O-])(P)P
**Kohn-Sham gap**: 8.46 eV
**Relative energy (zero: lowest compared OMol25 entry of this formula, charge and spin)**: 28.03 kcal per mole
**HOMO energy**: -0.155 Eh

***

# 6
A 2-piece molecular cluster, H4OSSi overall. Source: OMol25; level of theory: wB97M-V/def2-TZVPD.

Geometry as ORCA input:
```
! wB97M-V def2-TZVPD RIJCOSX def2/J DEFGRID3
* xyz 0 3
S -0.45107 1.24283 -1.63600
H 0.88630 -1.21485 -0.93426
H -1.05813 2.35989 -0.08753
H 1.47698 0.50520 0.78838
H -0.49411 -1.83579 1.12165
O -0.69907 -0.92233 0.88484
Si 0.33910 -0.13494 -0.13708
*
```

**LUMO level (spin up / spin down)**: 0.6 / -3.3 eV
**Kohn-Sham gap (spin up / spin down)**: 8.04 / 7.28 eV
**Relative energy (zero: lowest compared OMol25 entry of this formula, charge and spin)**: 7.76 kcal per mole
**HOMO energy (spin up / spin down)**: -0.273 / -0.389 Eh